(1)
Formula: C9H7N2O2
Source: the Open Molecules 2025 dataset
Level of theory: ωB97M-V with the def2-TZVPD basis set

Each line ends with the Löwdin charge.
Atoms and positions in Å:
O1 2.528 0.874 -2.193  0.090
O2 0.335 1.345 -2.646  0.049
N1 0.704 -0.079 -0.819  0.081
N2 -0.668 -1.930 0.388  0.137
C1 -0.141 1.743 2.248  -0.167
C2 0.242 0.273 0.409  -0.215
C3 0.240 -1.180 -1.215  -0.175
C4 0.111 -1.784 -2.457  -0.067
C5 -0.998 0.787 2.813  -0.148
C6 0.515 1.421 1.084  -0.073
C7 1.357 0.995 -2.097  -0.608
C8 -0.602 -0.799 0.994  -0.441
C9 -1.121 -0.490 2.271  -0.086
H1 0.906 -2.354 -2.724  0.046
H2 -0.223 2.782 2.573  0.079
H3 1.148 2.165 0.583  0.113
H4 -1.562 1.173 3.655  0.078
H5 -0.290 -1.128 -3.294  0.118
H6 -1.803 -1.286 2.657  0.096
H7 -0.678 -2.530 -2.232  0.091

Summary:
- E_HOMO: -3.11 eV
- Net charge: -1
- Lowest unoccupied orbital energy: 3.76 eV
- E: -607.11595 Ha

---

(2)
Formula: C9H7N2O5Zn
Source: the Open Molecules 2025 dataset
Level of theory: ωB97M-V with the def2-TZVPD basis set

Each line ends with the Löwdin charge.
Atoms and positions in Å:
Zn1 0.717 1.919 0.496  0.277
O1 1.748 6.550 -1.163  0.029
O2 -2.077 1.854 2.325  0.163
O3 2.229 -0.755 1.203  0.139
O4 -0.618 1.547 -2.578  0.152
O5 2.400 3.043 3.546  0.112
N1 -0.701 -2.537 -0.826  -0.096
N2 -0.137 -0.722 0.274  -0.074
C1 1.436 5.533 -0.723  -0.007
C2 -0.769 -3.533 -1.893  0.007
C3 -0.120 1.611 -1.544  0.013
C4 -1.127 1.737 1.692  0.008
C5 1.497 0.107 0.922  -0.157
C6 -1.305 -2.600 0.425  -0.007
C7 1.886 2.670 2.587  -0.002
C8 0.005 -1.376 -0.872  -0.125
C9 -0.915 -1.490 1.112  -0.083
H1 -1.107 -1.201 2.128  0.118
H2 -1.816 -3.731 -2.165  0.105
H3 0.622 -1.098 -1.731  0.155
H4 0.634 3.538 0.400  -0.071
H5 -0.221 -3.154 -2.770  0.103
H6 -1.925 -3.424 0.711  0.131
H7 -0.335 -4.487 -1.554  0.108

Summary:
- E_HOMO: -12.48 eV
- Net charge: +1
- Lowest unoccupied orbital energy: -3.75 eV
- E: -2611.85731 Ha

---

(3)
Formula: C9H7N3
Source: the Open Molecules 2025 dataset
Level of theory: ωB97M-V with the def2-TZVPD basis set

Each line ends with the Löwdin charge.
Atoms and positions in Å:
N1 -0.799 -1.705 2.468  0.085
N2 1.350 -1.679 1.513  0.158
N3 0.560 -2.158 2.517  -0.073
C1 -0.719 -0.863 1.393  -0.278
C2 0.533 -0.029 -0.342  -0.123
C3 1.211 1.207 -2.317  -0.093
C4 -1.515 0.108 0.807  0.039
C5 1.477 0.196 -1.371  -0.022
C6 -0.032 1.921 -2.287  -0.072
C7 -0.703 0.648 -0.316  -0.183
C8 -0.984 1.600 -1.297  -0.041
C9 0.527 -0.939 0.801  -0.208
H1 -1.951 2.096 -1.284  0.104
H2 -0.251 2.651 -3.047  0.088
H3 -1.208 -1.344 3.360  0.170
H4 2.404 -0.397 -1.416  0.114
H5 0.642 -3.148 2.775  0.143
H6 -2.524 0.369 1.093  0.096
H7 1.985 1.465 -3.052  0.095

Summary:
- E_HOMO: -7.27 eV
- Net charge: 0
- Lowest unoccupied orbital energy: -0.05 eV
- SMILES string: c1ccc2c3n[nH][nH]c-3cc2c1
- E: -511.33800 Ha

---

(4)
Formula: C9H7N3O3PtS
Source: the Open Molecules 2025 dataset
Level of theory: ωB97M-V with the def2-TZVPD basis set

Each line ends with the Löwdin spin population.
Atoms and positions in Å:
Pt1 1.079 1.211 -1.350  0.137
S1 -0.954 2.960 -1.338  0.044
O1 1.135 1.021 0.698  0.025
O2 0.989 1.306 -3.254  0.852
O3 4.056 1.402 -1.470  -0.007
N1 -3.181 2.230 -2.650  0.007
N2 -1.878 0.471 -1.947  0.012
N3 -0.708 0.049 -1.303  0.256
C1 2.909 1.328 -1.415  -0.014
C2 0.457 -2.549 2.701  0.007
C3 1.461 -1.680 3.122  0.150
C4 -0.947 -0.778 -0.274  0.189
C5 1.687 -0.500 2.385  0.040
C6 -0.087 -1.075 0.797  0.055
C7 -2.015 1.744 -2.000  0.023
C8 -0.287 -2.257 1.571  0.125
C9 0.947 -0.166 1.259  0.059
H1 -1.062 -2.947 1.246  0.010
H2 2.059 -1.903 4.001  0.015
H3 -3.476 1.563 -3.352  0.001
H4 -2.982 3.131 -3.059  0.001
H5 -1.900 -1.309 -0.321  0.017
H6 0.261 -3.467 3.251  -0.005
H7 2.437 0.216 2.704  -0.001

Summary:
- E_HOMO (spin up / spin down): 1.90 / -0.28 eV
- Multiplicity: 3
- Net charge: -2
- Lowest unoccupied orbital energy (spin up / spin down): 5.29 / 5.29 eV
- E: -1254.56254 Ha

---

(5)
Formula: C9H7NO
Source: the Open Molecules 2025 dataset
Level of theory: ωB97M-V with the def2-TZVPD basis set

Each line ends with the Löwdin charge.
Atoms and positions in Å:
O1 -1.402 -1.606 -0.483  0.046
N1 -0.606 1.227 0.865  0.112
C1 1.056 2.216 -1.138  -0.070
C2 0.811 0.796 -0.991  0.008
C3 -0.294 -1.055 0.196  -0.189
C4 -0.070 0.455 -0.002  -0.290
C5 -0.366 2.555 0.766  -0.094
C6 0.291 -2.059 0.887  -0.079
C7 -1.404 -2.886 -0.191  -0.183
C8 0.570 3.013 -0.189  -0.116
C9 -0.421 -3.271 0.646  -0.082
H1 0.633 4.071 -0.093  0.090
H2 -0.038 -4.269 1.173  0.150
H3 -2.169 -3.340 -0.691  0.096
H4 1.716 2.663 -1.931  0.125
H5 1.419 -1.908 1.468  0.187
H6 1.197 0.129 -1.827  0.141
H7 -0.922 3.271 1.535  0.147

Summary:
- E_HOMO: -8.65 eV
- Net charge: 0
- Lowest unoccupied orbital energy: 0.77 eV
- SMILES string: c1ccc(-c2ccco2)nc1
- E: -477.05543 Ha

---

(6)
Formula: C9H7NO
Source: the Open Molecules 2025 dataset
Level of theory: ωB97M-V with the def2-TZVPD basis set

Each line ends with the Löwdin charge.
Atoms and positions in Å:
O1 -2.213 1.726 -0.062  -0.096
N1 1.853 -1.239 -0.207  0.101
C1 0.955 1.484 -0.054  0.003
C2 0.456 -0.932 -0.041  -0.276
C3 2.311 1.112 -0.008  -0.017
C4 -2.230 -0.375 -0.193  -0.076
C5 -1.289 0.678 -0.107  -0.284
C6 2.723 -0.335 -0.140  -0.140
C7 0.033 0.368 0.021  -0.157
C8 -0.402 -1.960 0.144  -0.025
C9 -1.840 -1.677 -0.210  -0.061
H1 -1.670 2.903 0.571  0.322
H2 0.770 2.538 -0.040  0.094
H3 -3.297 -0.172 -0.403  0.131
H4 3.743 -0.670 -0.209  0.098
H5 2.912 1.993 -0.023  0.073
H6 -2.664 -2.348 0.117  0.107
H7 -0.150 -3.093 0.843  0.202

Summary:
- E_HOMO: -8.02 eV
- Net charge: 0
- Lowest unoccupied orbital energy: -0.58 eV
- E: -476.93823 Ha

---

> Among the records above, which one has the highest net charge?

C9H7N2O5Zn

---

> Which of these has the highest net charge?

C9H7N2O5Zn